10
Properties=species:S:1:pos:R:3:forces:R:3:lowdin_charge:R:1 method="wB97M-V/def2-TZVPD" total_charge=-1 energy_ha=-532.7580 relative_energy_ev=0.3568 multiplicity=1
S 1.0798 -0.4054 2.9453 0.513 0.848 0.604 -0.240
N 0.7577 0.7656 -0.0767 0.090 0.442 -0.126 0.006
C -0.5258 0.3991 -0.3830 -0.187 0.517 0.241 -0.337
C -0.9010 -0.2000 -1.5118 -0.097 -0.518 -1.389 -0.082
H -1.8922 -0.4146 -1.8831 -0.459 0.224 0.848 0.011
H 1.4403 0.2010 -0.5348 0.453 -0.211 -0.261 0.065
H 1.0211 0.9020 0.9001 -0.528 -0.514 0.089 -0.058
H -0.2180 -0.4789 -2.3115 0.580 0.106 0.380 0.023
H 0.5036 -1.4998 2.5146 -0.418 -0.736 -0.395 -0.486
H -1.2656 0.7312 0.3409 0.053 -0.158 0.011 0.098

---

89
Properties=species:S:1:pos:R:3:forces:R:3:lowdin_charge:R:1 method="wB97M-V/def2-TZVPD" total_charge=+2 energy_ha=-5792.3878 relative_energy_ev=0.3760 multiplicity=4
As 1.1406 -0.6782 -1.1774 0.314 0.503 -0.003 1.362
Cr -1.1266 0.2248 0.0475 -0.148 -0.146 -0.092 0.566
S -3.3814 -0.1675 -1.0280 0.089 -0.218 -0.186 0.815
N -2.8739 -2.4079 -2.5123 0.184 0.048 0.023 -0.060
N -2.6404 -0.2488 2.9559 0.225 -0.463 -0.227 0.198
N -2.1978 1.3550 1.1943 -0.177 0.055 0.174 -0.038
N -4.9976 -2.0544 -1.8255 -0.015 0.098 0.077 0.124
N -1.7657 3.5284 0.2354 0.165 -0.123 -0.425 0.182
N 0.3628 0.4950 1.6135 -0.108 -0.030 -0.177 -0.027
N -1.6661 -1.4588 1.0914 0.084 0.086 0.104 -0.038
N -1.1105 1.8017 -1.3365 -0.076 0.239 0.289 -0.024
N -1.5565 -2.0184 -2.7871 -0.196 0.007 -0.001 0.043
C 0.6434 1.7235 2.0764 0.060 -0.015 -0.178 -0.101
C -3.3273 2.2536 4.5714 -0.043 0.043 0.103 0.015
C 2.8404 -0.5845 -5.5867 -0.023 0.041 0.029 -0.058
C -2.5800 0.9328 2.4693 0.046 0.417 -0.275 -0.263
C 2.2059 -1.8164 -3.6184 -0.082 0.034 -0.197 -0.098
C 1.7637 -0.6397 -3.0245 -0.191 -0.278 0.014 -0.357
C -1.4632 3.0734 -1.0412 -0.048 -0.043 0.206 -0.289
C -1.6938 -3.8516 1.1264 -0.018 -0.055 0.007 -0.032
C -3.7338 -1.6288 -1.8307 0.082 -0.019 -0.072 -0.759
C -1.4635 3.6638 -3.3707 -0.002 0.077 -0.076 -0.013
C 3.2262 -1.8501 0.1639 0.133 0.121 0.057 -0.188
C 1.6576 -3.5531 -0.5712 0.151 -0.024 0.069 -0.117
C -3.4804 3.5434 5.0689 0.013 0.002 -0.023 -0.039
C 4.8407 1.5692 0.6052 -0.075 0.004 -0.033 -0.048
C -1.3949 -2.6578 0.5301 -0.073 0.159 0.137 -0.167
C 3.5331 -0.3979 0.1589 0.090 -0.208 0.083 -0.192
C 2.4564 -4.5333 0.0023 0.010 0.014 0.000 -0.056
C 3.8684 2.3637 0.0029 0.040 -0.027 0.016 -0.057
C -2.2980 -1.4123 2.2820 -0.115 0.224 0.069 -0.293
C 1.9685 0.8538 3.8510 0.043 0.022 0.045 -0.011
C 3.6231 -4.1701 0.6666 -0.021 0.005 -0.004 -0.043
C 1.8664 0.5677 -3.7084 0.107 -0.017 -0.065 -0.117
C -2.8756 2.1343 3.2734 -0.017 -0.349 0.062 -0.105
C 1.4345 1.9440 3.1830 0.039 0.015 0.021 -0.006
C -2.3250 -3.8201 2.3706 -0.022 -0.078 0.030 -0.016
C -1.0234 1.4524 -2.6432 0.116 0.029 0.222 -0.211
C -2.6265 -2.6062 2.9348 -0.101 -0.031 0.164 0.027
C 2.5728 0.4076 -0.4458 -0.213 -0.054 -0.105 -0.311
C 0.9076 -0.5549 2.2491 -0.045 0.081 -0.015 -0.122
C -1.5871 4.0282 -2.0544 -0.041 0.168 -0.021 0.022
C -2.1467 2.7478 1.1736 -0.159 -0.377 0.438 -0.291
C 2.4041 0.5920 -4.9870 -0.005 -0.042 -0.017 -0.056
C -1.1977 2.3298 -3.6755 0.030 0.047 -0.086 -0.038
C -3.1882 4.6602 4.2840 0.007 -0.020 -0.011 -0.039
C 2.7232 1.7824 -0.5255 0.063 -0.003 0.036 -0.095
C -2.7371 4.5231 2.9747 -0.037 0.093 0.057 0.014
C -2.5897 3.2368 2.4966 0.116 0.168 -0.321 -0.108
C 4.0090 -2.8397 0.7467 0.049 -0.024 0.031 0.001
C 4.6767 0.1944 0.6862 0.039 -0.021 0.035 -0.003
C 2.0444 -2.2241 -0.4828 -0.105 0.008 -0.045 -0.337
C 2.7438 -1.7853 -4.9008 -0.024 -0.015 0.014 -0.061
C 1.7054 -0.4164 3.3660 0.028 -0.030 0.011 -0.011
H -3.1202 -2.5211 3.8927 0.017 -0.031 -0.027 0.129
H -0.9136 -2.6215 -0.4344 0.000 0.066 0.007 0.045
H 2.4955 1.5349 -5.5110 0.007 -0.016 0.005 0.115
H 0.2367 2.5605 1.5250 -0.024 -0.016 0.009 0.115
H -1.1057 1.9829 -4.6949 -0.002 0.013 0.005 0.122
H 3.0995 -2.7016 -5.3540 -0.013 0.016 -0.003 0.114
H 5.7347 2.0256 1.0097 -0.016 0.000 -0.017 0.116
H -5.6838 -1.5276 -1.3106 0.003 -0.022 0.008 0.112
H 0.7097 -1.5374 1.8440 -0.070 0.003 0.014 0.108
H 4.9270 -2.5793 1.2583 -0.009 -0.018 -0.007 0.117
H -1.4942 -1.6962 -3.7493 0.053 -0.031 0.000 0.112
H 4.2417 -4.9332 1.1205 -0.007 0.004 -0.017 0.118
H 2.5863 0.9939 4.7289 -0.018 -0.011 -0.018 0.126
H -3.8323 3.6854 6.0820 -0.002 0.014 -0.011 0.116
H -5.3119 -2.8364 -2.3770 -0.030 0.014 -0.016 0.126
H -0.9582 -2.8311 -2.6877 0.017 0.012 -0.064 0.087
H -3.3188 5.6494 4.7023 -0.004 -0.013 0.000 0.116
H 2.1533 -2.7592 -3.0905 0.044 -0.015 0.034 0.091
H 2.1768 -5.5756 -0.0728 0.003 0.000 0.014 0.113
H 0.7551 -3.8416 -1.0971 0.000 -0.028 -0.007 0.091
H 3.2650 -0.5607 -6.5822 -0.007 0.005 0.035 0.116
H 1.9676 2.4062 -0.9900 -0.013 -0.008 -0.012 0.102
H -1.4358 -4.7811 0.6384 -0.011 0.003 0.027 0.118
H 5.4473 -0.4106 1.1482 -0.020 0.024 -0.003 0.116
H -1.8238 5.0383 -1.7527 -0.002 -0.016 -0.026 0.128
H 1.6239 2.9583 3.5063 -0.002 -0.028 0.004 0.126
H 4.0083 3.4350 -0.0603 0.003 -0.009 0.009 0.114
H 1.5692 1.5000 -3.2478 -0.010 0.004 0.031 0.090
H -3.2428 -3.2015 -3.0191 -0.039 0.015 0.017 0.160
H -2.5763 -4.7392 2.8847 0.003 0.027 -0.012 0.126
H 2.1082 -1.2995 3.8421 0.011 0.011 -0.009 0.124
H -2.5157 5.3819 2.3545 -0.003 -0.022 0.019 0.123
H -0.8025 0.4150 -2.8382 -0.016 -0.035 0.036 0.045
H -1.5845 4.3989 -4.1565 -0.002 -0.028 0.024 0.127
H -3.5554 1.3814 5.1696 0.018 0.015 -0.015 0.123

---

11
Properties=species:S:1:pos:R:3:forces:R:3:lowdin_charge:R:1 method="wB97M-V/def2-TZVPD" total_charge=-1 energy_ha=-1950.3757 multiplicity=3
Cl -2.8813 -0.5214 -0.2971 0.783 0.228 0.088 0.454
Cl -1.4854 1.8874 -1.2986 0.356 -0.579 -0.119 0.409
Cl -1.7588 1.5246 1.5823 0.026 -0.045 0.736 0.325
P 0.5479 -1.2784 -0.3141 -0.672 2.280 -3.577 0.372
O 0.7621 -1.7745 -1.7068 0.976 0.503 -0.068 -0.436
O 0.2297 -2.2033 0.7313 -0.283 -2.200 3.538 -0.389
C 1.4668 0.3009 0.3320 -1.836 -1.779 -2.058 -0.180
C -1.5752 0.6423 -0.0156 -1.643 0.650 -0.541 -1.498
H 2.2725 -0.1675 0.7932 1.225 -0.121 1.972 -0.006
H 0.6065 0.8102 0.7321 0.732 0.274 1.133 -0.053
H 1.8151 0.7796 -0.5388 0.336 0.788 -1.104 0.003

---

19
Properties=species:S:1:pos:R:3:forces:R:3:lowdin_charge:R:1 method="wB97M-V/def2-TZVPD" energy_ha=-269.5642 relative_energy_ev=2.0658 multiplicity=2
N 1.4702 -0.4907 -0.2013 0.015 -0.064 0.830 -0.122
N -2.1372 0.4716 0.6194 1.754 -0.055 -1.938 0.051
C -0.9256 0.6443 -1.5751 0.695 0.347 -1.477 -0.116
C 2.4548 -0.3125 0.8856 -0.257 0.669 -0.471 -0.116
C 0.0917 -0.8097 0.2659 1.276 -0.122 -0.974 -0.229
C -0.7124 0.4270 -0.1117 -1.154 -0.254 1.627 -0.405
H 1.9327 -0.4742 1.8214 0.281 -0.343 0.367 0.060
H 0.0560 -1.0169 1.3356 0.033 0.251 0.086 0.084
H 0.0002 1.0262 -2.0362 0.020 -0.182 0.428 0.085
H -2.7038 -0.1523 0.0041 -0.635 -0.063 0.607 0.051
H -2.4364 1.4573 0.5016 -0.547 0.322 0.092 0.025
H -1.6373 1.4313 -1.8203 -0.302 -0.188 0.269 0.060
H 3.3214 -0.9712 0.7760 -0.193 0.027 0.151 0.076
H -2.1866 0.2524 1.6381 0.192 -0.330 0.098 0.028
H -0.1802 1.2817 0.3030 -0.040 -0.029 0.100 0.107
H -0.1526 -1.7637 -0.2164 -0.786 0.427 -0.104 0.113
H 1.7843 -1.1471 -0.8971 0.017 -0.085 0.140 0.094
H 2.8145 0.7298 0.9460 0.001 -0.339 -0.240 0.072
H -1.1429 -0.2537 -2.1640 -0.368 0.012 0.410 0.081

---

14
Properties=species:S:1:pos:R:3:forces:R:3:lowdin_charge:R:1 method="wB97M-V/def2-TZVPD" energy_ha=-726.2185 relative_energy_ev=3.3200 smiles="C=NN1C[C@@H]1CCl" multiplicity=1
Cl 2.5864 -0.3095 -0.0480 -0.978 -0.223 0.068 0.519
N -1.3844 0.6650 0.3670 -1.299 0.874 0.417 -0.091
N -1.9372 -0.2928 -0.4622 0.862 -1.624 -1.078 -0.042
C -0.5380 1.5821 -0.3659 0.328 0.825 0.122 -0.097
C 0.7847 -0.6007 0.0042 -0.147 -0.887 -0.834 -0.541
C -2.7564 -1.0846 0.0743 -0.722 -0.014 -0.492 -0.020
C 0.0652 0.5889 0.5067 0.275 -0.178 0.975 -0.376
H 0.3234 0.8827 1.4961 0.444 0.206 0.647 0.123
H -3.0919 -1.9640 -0.4938 0.026 0.589 0.067 0.073
H -3.2487 -0.8509 1.0015 0.211 -0.174 0.812 0.067
H 0.5453 -1.4892 0.6256 0.568 0.555 -0.223 0.090
H -0.6228 2.6168 -0.0570 0.107 -0.047 -0.147 0.110
H -0.3616 1.3737 -1.3969 -0.307 0.055 -0.722 0.108
H 0.4064 -0.8276 -1.0088 0.631 0.043 0.387 0.077

---

9
Properties=species:S:1:pos:R:3:forces:R:3:lowdin_charge:R:1 method="wB97M-V/def2-TZVPD" energy_ha=-1587.8376 relative_energy_ev=3.6973 multiplicity=1
Cl 0.1918 1.1152 -2.0111 0.179 0.454 -0.738 0.604
Cl -0.2877 -1.6000 -1.2342 0.020 -1.061 -0.394 0.663
Cl -2.2609 0.3934 -0.6672 -1.495 0.198 -0.328 0.624
O 0.0414 -0.5891 1.6388 -0.864 0.444 0.422 -0.057
N 1.3037 -0.2558 0.9654 2.106 -0.240 1.311 0.042
C -0.6197 0.0389 -0.9397 1.957 1.574 4.513 -1.714
C 0.1397 0.4513 0.7571 -1.683 -0.397 -3.574 -0.413
H -0.0339 1.5545 1.0640 0.398 -1.946 -0.628 0.168
H 1.5256 -1.1085 0.4270 -0.617 0.973 -0.583 0.082

---

11
Properties=species:S:1:pos:R:3:forces:R:3:lowdin_charge:R:1 method="wB97M-V/def2-TZVPD" energy_ha=-234.6192 relative_energy_ev=1.8056 multiplicity=1
O -1.5423 0.1134 -0.0495 0.177 0.295 -0.760 0.037
N 0.3765 -0.2099 1.0353 -1.354 0.337 -2.880 0.037
C 0.9205 -0.2473 -0.3033 -0.836 1.226 -1.494 -0.159
C -0.9324 -0.2587 0.9461 -0.177 0.241 2.375 -0.301
B -0.1650 0.6984 -1.1824 -0.033 -2.072 1.741 -0.129
H 0.7251 -1.2639 -0.7029 1.201 0.387 0.230 0.108
H 1.9035 0.1977 -0.2995 0.495 -0.576 -0.327 0.093
H 0.8561 -0.3364 1.8473 1.390 -0.821 2.456 0.107
H -0.6383 0.0845 -2.0388 0.036 0.071 -1.431 0.028
H -1.3862 -0.6350 1.8588 -0.845 0.129 0.042 0.150
H -0.1175 1.8571 -1.1111 -0.055 0.784 0.047 0.028

---

24
Properties=species:S:1:pos:R:3:forces:R:3:lowdin_charge:R:1 method="wB97M-V/def2-TZVPD" energy_ha=-1620.5714 relative_energy_ev=3.9188 multiplicity=1
Ca 1.9796 0.5040 -2.9193 0.600 -0.922 3.076 1.679
O -0.3522 -0.7343 0.6006 0.202 0.171 -0.079 0.026
O 0.6685 -0.3714 -1.2492 0.319 0.148 -1.041 -0.214
O 0.6145 -3.5028 0.4107 0.057 0.083 -0.064 -0.066
O -0.6088 1.1541 -0.3942 0.147 -0.011 -0.236 0.005
O 4.5496 -0.2303 0.2386 -0.185 0.038 -0.139 0.110
O 3.1639 1.0887 -0.7748 -0.243 0.106 -0.916 -0.152
O -0.8419 1.8693 2.6309 -0.001 0.137 0.097 -0.053
O 3.6661 -0.8392 -1.6451 -0.435 0.690 -0.646 -0.168
O -3.3061 0.0453 -1.2376 0.140 -0.046 -0.180 -0.053
O -2.5036 -2.4159 1.3492 -0.034 0.228 -0.139 -0.056
O -0.0646 4.1954 -0.2527 0.029 0.010 -0.051 -0.050
N 3.8237 0.0022 -0.6845 -0.048 -0.218 -0.225 -0.584
N -0.1127 0.0292 -0.3268 -0.150 0.133 0.104 -0.527
H 0.1862 4.2680 -1.1768 -0.063 0.056 -0.007 0.018
H 0.4622 -2.5542 0.5311 0.054 -0.120 -0.036 -0.016
H -1.4549 1.8939 1.8908 -0.002 -0.092 -0.008 0.015
H -3.4085 -0.9108 -1.2253 -0.080 0.021 0.121 0.028
H 1.2736 -3.7335 1.0712 -0.025 -0.015 0.006 0.036
H -2.6667 0.2339 -0.5411 -0.111 0.053 0.061 0.001
H -1.7244 -1.9269 1.0413 -0.314 -0.232 0.181 -0.019
H -0.4637 3.3217 -0.1715 0.060 -0.032 0.061 -0.007
H -2.8387 -2.8735 0.5736 0.096 -0.141 0.049 0.029
H -0.0411 1.4872 2.2609 -0.012 -0.043 0.010 0.019

---

Look up the multiplicity of the seventh one.
1